Formula: C34H40FN3O3S3Sn
Source: the OMol25 dataset
Level of theory: ωB97M-V with the def2-TZVPD basis set

Computed properties:
* E_HOMO: -5.37 eV
* E_LUMO: -1.80 eV
* charge: 0
* energy: -3218.14360 Eh
* energy relative to the best compared isomer or geometry (same formula, charge and spin): 12.97 kJ/mol

Last column: Mulliken charge in e.
CARTESIAN COORDINATES (ANGSTROEM)
Sn 0.430 -1.450 -2.345  0.74
C -1.500 -3.724 -1.063  -0.47
C -1.762 -3.487 -2.423  -0.84
C -2.392 -2.220 -2.531  -0.86
C -2.496 -1.678 -1.240  -0.20
C -1.945 -2.608 -0.335  -0.73
H -1.032 -4.609 -0.655  0.51
H -1.585 -4.175 -3.238  0.53
H -2.753 -1.768 -3.444  0.44
H -2.935 -0.722 -0.985  0.49
H -1.884 -2.487 0.739  0.48
F 0.135 1.178 3.851  -0.37
C -0.508 1.659 2.751  0.35
C -0.033 1.323 1.512  -0.68
C -0.649 1.826 0.369  0.25
C -0.157 1.388 -0.949  1.49
O 0.801 0.609 -1.009  -0.92
C -0.900 1.873 -2.081  0.10
C -1.914 2.740 -1.877  -0.67
N -2.391 3.123 -0.649  0.38
C -3.456 4.081 -0.562  -0.24
C -4.621 3.949 -1.489  -1.00
C -4.795 3.643 -0.031  -0.49
C -1.759 2.673 0.494  -0.08
C -2.231 2.992 1.770  -0.51
C -1.623 2.484 2.908  -1.28
N -2.218 2.783 4.172  0.31
C -1.894 1.977 5.340  -0.76
C -2.900 2.350 6.445  -0.67
N -4.073 2.991 5.768  -0.15
C -3.682 4.353 5.270  -0.73
C -2.337 4.184 4.541  -0.66
C -0.632 1.428 -3.517  -0.02
O -0.854 2.246 -4.398  -0.73
O -0.293 0.212 -3.662  -0.59
H 0.817 0.660 1.399  0.67
H -2.426 3.154 -2.734  0.73
H -3.131 5.089 -0.319  0.38
H -4.630 3.114 -2.173  0.34
H -5.041 4.862 -1.883  0.26
H -4.892 2.601 0.238  0.27
H -5.352 4.336 0.585  0.29
H -3.127 3.588 1.868  0.82
H -0.879 2.137 5.715  0.45
H -1.996 0.925 5.080  0.51
H -2.505 3.086 7.145  0.33
H -3.242 1.480 7.002  0.37
H -4.904 3.021 6.357  0.31
H -4.262 2.430 4.927  0.38
H -3.613 5.016 6.132  0.37
H -4.478 4.696 4.610  0.42
H -1.506 4.502 5.184  0.32
H -2.321 4.812 3.654  0.49
C 5.544 -1.937 0.006  -0.60
C 4.430 -1.868 1.045  -1.06
S 2.756 -1.682 0.355  0.15
C 1.956 -3.230 0.843  -0.34
C 2.526 -4.502 0.229  -0.76
S 2.282 -4.590 -1.571  0.11
C 3.955 -4.872 -2.203  -0.88
C 4.903 -3.680 -2.172  0.23
S 5.898 -3.590 -0.646  -0.20
H 6.478 -1.600 0.460  0.43
H 5.333 -1.275 -0.835  0.25
H 4.594 -0.991 1.676  0.48
H 4.451 -2.745 1.692  0.41
H 0.920 -3.086 0.528  -0.24
H 1.972 -3.311 1.934  0.55
H 2.030 -5.361 0.684  0.52
H 3.595 -4.585 0.425  0.32
H 3.774 -5.143 -3.244  0.36
H 4.394 -5.744 -1.716  0.47
H 4.345 -2.750 -2.282  -0.58
H 5.604 -3.751 -3.004  0.56
C 4.421 -1.791 -5.489  -0.41
C 4.343 -0.699 -4.635  -0.51
C 3.254 -0.558 -3.784  -0.34
C 2.225 -1.501 -3.740  -0.02
C 2.331 -2.589 -4.611  -0.36
C 3.406 -2.736 -5.481  -0.54
H 5.264 -1.901 -6.160  0.37
H 5.130 0.048 -4.642  0.37
H 3.212 0.312 -3.133  0.41
H 1.555 -3.353 -4.613  0.37
H 3.453 -3.587 -6.152  0.39



Formula: C34H40GeN6O4S2Ti
Source: the OMol25 dataset
Level of theory: ωB97M-V with the def2-TZVPD basis set

Computed properties:
* E_HOMO: -12.50 eV
* E_LUMO: -5.86 eV
* charge: +2
* energy: -5671.49081 Eh
* energy relative to the best compared isomer or geometry (same formula, charge and spin): 88.45 kJ/mol

Last column: Mulliken charge in e.
CARTESIAN COORDINATES (ANGSTROEM)
Ti 0.212 0.593 -0.849  -0.03
C -2.139 2.975 0.137  -0.35
C -3.069 2.096 -0.389  -0.43
C -2.834 1.472 -1.613  -0.15
C -1.689 1.775 -2.340  -0.37
C -0.786 2.731 -1.844  -1.01
C -0.987 3.293 -0.588  -0.12
H -2.306 3.441 1.097  0.41
H -3.977 1.880 0.158  0.44
H -3.548 0.763 -2.013  0.42
H -1.538 1.351 -3.330  0.57
H 0.047 3.063 -2.459  0.35
H -0.297 4.041 -0.216  0.58
N -1.027 1.229 2.674  -0.28
C -1.955 0.128 2.574  0.92
C -1.744 -0.873 3.736  -1.01
C -2.520 -2.183 3.944  -0.60
C -3.953 -2.327 3.461  -0.91
N -4.823 -1.222 3.882  -0.14
C -5.690 -0.593 3.091  0.77
N -5.533 -0.606 1.768  -0.16
N -6.703 0.090 3.629  -0.42
C -1.929 -0.503 1.183  -0.49
O -2.725 -1.364 0.854  -0.89
O -1.029 -0.049 0.352  -0.26
H -0.084 0.893 2.848  -0.14
H -1.274 1.830 3.453  0.36
H -2.963 0.561 2.639  0.42
H -1.852 -0.265 4.639  0.47
H -0.682 -1.136 3.705  0.16
H -2.499 -2.381 5.019  0.51
H -1.976 -3.014 3.492  0.14
H -4.376 -3.251 3.860  0.45
H -3.980 -2.393 2.381  0.33
H -4.953 -1.101 4.877  0.27
H -4.654 -0.919 1.354  0.00
H -6.250 -0.241 1.166  0.26
H -6.968 -0.050 4.590  0.20
H -7.339 0.617 3.053  0.21
O 0.610 -2.781 -4.772  -0.66
C 0.771 -1.562 -5.312  0.65
C 0.686 -1.465 -6.703  -0.74
C 0.849 -0.249 -7.324  -0.38
C 1.102 0.912 -6.587  -1.01
C 1.177 0.829 -5.219  -0.63
C 1.008 -0.400 -4.555  0.06
C 1.064 -0.420 -3.108  1.40
O 1.128 0.740 -2.450  -0.02
N 0.993 -1.525 -2.430  -0.97
N 0.980 -1.297 -1.038  0.44
C 0.923 -2.415 -0.369  -0.11
S 0.960 -2.427 1.360  0.36
C 0.361 -4.139 1.475  -0.76
C 1.031 -4.911 0.357  -0.66
S 0.836 -3.942 -1.164  -0.04
H 0.725 -2.719 -3.805  0.51
H 0.500 -2.367 -7.265  0.48
H 0.787 -0.195 -8.402  0.41
H 1.242 1.857 -7.088  0.46
H 1.389 1.710 -4.628  0.49
H -0.724 -4.142 1.365  0.23
H 0.638 -4.521 2.457  0.53
H 0.570 -5.883 0.196  0.45
H 2.096 -5.046 0.548  0.35
Ge 2.018 1.812 0.510  0.68
C 2.909 0.451 1.586  -0.09
C 3.750 -0.499 1.008  0.17
C 4.421 -1.425 1.791  -0.72
C 4.241 -1.429 3.168  -0.54
C 3.406 -0.492 3.758  -0.75
C 2.753 0.446 2.973  0.03
C 3.204 2.688 -0.749  0.22
C 3.387 4.065 -0.623  -0.47
C 4.260 4.743 -1.462  -0.71
C 4.957 4.051 -2.438  -0.49
C 4.779 2.680 -2.578  -0.90
C 3.905 2.007 -1.744  0.52
H 1.503 2.897 1.468  -0.09
H 3.906 -0.514 -0.066  0.20
H 5.088 -2.139 1.329  0.49
H 4.769 -2.146 3.780  0.44
H 3.290 -0.473 4.833  0.47
H 2.147 1.205 3.457  0.43
H 2.861 4.620 0.146  0.40
H 4.399 5.808 -1.348  0.43
H 5.640 4.576 -3.090  0.42
H 5.323 2.139 -3.339  0.46
H 3.770 0.940 -1.885  0.10